(1)
A single C3H6N2O2 molecule in a non-equilibrium geometry, computed with ωB97M-V/def2-TZVPD.

Results
Molecular weight, g/mol: 102.1
SMILES: CC(=O)NC(N)=O
Kohn-Sham gap, eV: 10.850
Lowest unoccupied orbital energy, Ha: 0.02232
Spin multiplicity: 1
Largest force on an atom, eV/Å: 3.6

```
13
Properties=species:S:1:pos:R:3:forces:R:3
O 1.698663 0.609524 -1.557836 -1.192 -1.201 2.431
C 1.124015 0.016822 -0.619970 1.533 0.809 -2.383
N 0.048482 0.646064 -0.012666 0.491 -0.334 0.176
C -1.080924 0.099962 0.521857 -0.105 -2.525 2.567
N -2.047114 1.042847 0.725516 -1.899 -2.750 -1.456
O -1.190306 -1.067889 0.930180 -0.077 1.646 -1.609
C 1.575582 -1.352318 -0.154279 -1.766 0.475 -0.765
H -0.041456 1.618554 -0.160289 0.232 0.904 -0.910
H -1.800417 1.897772 1.069167 0.301 2.590 0.816
H -3.002595 0.676386 0.765330 0.834 0.544 0.545
H 0.938716 -1.758155 0.615880 -0.458 -0.231 -0.181
H 1.619696 -1.969894 -1.059986 0.264 -0.037 0.512
H 2.497581 -1.206924 0.315544 1.842 0.111 0.257
```
Forces are in eV/Å.



(2)
A single C3H6N2O2 molecule in a non-equilibrium geometry, computed with ωB97M-V/def2-TZVPD.

Results
Molecular weight, g/mol: 102.1
SMILES: [H]/N=C/N(C)OC=O
Kohn-Sham gap, eV: 9.827
Lowest unoccupied orbital energy, Ha: 0.03465
Spin multiplicity: 1
Largest force on an atom, eV/Å: 5.8

```
13
Properties=species:S:1:pos:R:3:forces:R:3
C 0.774399 1.581929 0.100140 1.966 -1.864 1.562
C -2.054136 -0.316236 0.260894 4.983 1.672 -2.548
C 1.158003 -0.904467 -0.167029 3.151 4.713 0.786
H 1.807624 1.684217 -0.332562 -1.286 -0.515 -0.018
H 0.139373 2.318397 -0.377659 -0.431 -0.031 0.654
H 1.051591 1.578817 1.215598 -0.997 1.030 -1.313
H -2.881027 -0.612379 0.855344 -0.334 -0.427 1.151
H 0.913495 -1.890240 0.062154 -1.331 -1.419 -0.033
H 3.054173 -1.171814 -0.143308 1.085 -1.616 -0.245
N 0.281959 0.188930 -0.095233 -1.527 -1.658 -0.763
N 2.364748 -0.483179 -0.210640 -0.541 0.124 -0.412
O -0.686061 -0.270799 0.842403 -2.663 0.349 0.976
O -2.049160 0.018972 -0.880214 -2.074 -0.359 0.202
```
Forces are in eV/Å.



(3)
2 unconnected molecules or ions with the total composition C3H6N2O2 in a non-equilibrium geometry, computed with ωB97M-V/def2-TZVPD.

Results
Molecular weight, g/mol: 102.1
SMILES: NC(N)=O.C#CO
Kohn-Sham gap, eV: 8.619
Lowest unoccupied orbital energy, Ha: -0.01098
Spin multiplicity: 1
Largest force on an atom, eV/Å: 3.9

```
13
Properties=species:S:1:pos:R:3:forces:R:3
C 0.194081 0.261087 0.640956 -1.222 1.725 3.174
C 0.334238 -0.173643 -1.372406 -2.872 -0.038 -2.670
N 0.419761 -0.896060 1.424271 -0.065 -0.464 -0.787
N -1.271257 0.520424 0.609282 0.159 0.162 0.249
C -0.872313 -0.303886 -1.666877 3.872 -0.244 -0.299
O 1.538709 0.091203 -1.841984 0.440 -0.026 0.949
O 0.998634 1.203362 0.676121 -0.496 -0.974 -0.707
H 1.984398 0.613388 -1.147680 0.154 -0.083 0.036
H 1.198670 -0.862968 2.064087 0.325 0.228 -0.503
H 0.318182 -1.785017 0.956685 -0.219 0.025 0.124
H -1.720868 0.273227 1.489242 0.505 -0.256 -0.029
H -1.437801 1.515951 0.502603 0.292 0.018 -0.350
H -1.684434 -0.457066 -2.334299 -0.873 -0.071 0.813
```
Forces are in eV/Å.



What is the formula in the first record? C3H6N2O2